No. 1
{"formula": "CH9NO2", "method": "ωB97M-V/def2-TZVPD", "species": ["C", "N", "H", "H", "H", "H", "H", "H", "H", "O", "H", "H", "O"], "positions_angstrom": [[0.067, 0.254, 0.858], [0.345, 1.647, 0.515], [0.961, -0.376, 0.836], [-0.660, -0.072, 0.117], [-0.419, 0.149, 1.828], [1.090, 2.119, 1.000], [0.442, 1.763, -0.445], [-1.362, 4.816, -0.067], [-0.954, 3.808, 1.066], [-0.983, 4.733, 0.809], [0.926, -6.782, -2.626], [0.350, -5.581, -1.804], [0.196, -6.479, -2.086]], "forces_ev_per_angstrom": [[0.2, 0.4, -0.2], [-0.8, 0.1, 1.9], [-0.1, -0.2, 0.0], [0.1, -0.4, 0.0], [0.1, 0.2, 0.1], [0.1, -0.3, 0.1], [0.3, 0.3, -1.8], [-0.1, -0.4, 0.0], [-0.1, -0.3, -0.4], [0.2, 0.6, 0.4], [0.2, 0.3, 0.0], [0.4, 0.3, -0.1], [-0.6, -0.6, 0.1]], "homo_lumo_gap_ev": 10.258, "mol_weight_g_mol": 67.1, "total_energy_ev": -6767.6703, "e_homo_ev": -9.48, "e_above_lowest_kj_mol": 20.77, "smiles": "CN.O.O", "fmax_ev_per_a": 2.0, "lumo_energy_ev": 0.78}

=====

No. 2
{"formula": "CH9O4", "method": "ωB97M-V/def2-TZVPD", "species": ["C", "O", "H", "H", "H", "H", "H", "O", "H", "H", "O", "H", "H", "O"], "positions_angstrom": [[0.098, 2.121, 0.101], [-0.465, 0.793, -0.127], [1.164, 1.937, 0.420], [-0.186, 2.702, -0.784], [-0.073, 2.658, 1.113], [0.608, -1.755, 0.665], [0.258, -2.200, -0.696], [0.613, -2.633, 0.129], [-0.622, -0.112, -1.210], [-0.401, -0.360, -2.747], [-0.716, -0.791, -1.988], [-0.207, -0.155, 1.157], [-0.363, -1.473, 2.025], [0.294, -0.732, 1.941]], "forces_ev_per_angstrom": [[0.4, -2.7, 1.6], [0.1, 1.9, 2.1], [0.0, 0.5, -1.7], [0.8, 0.5, 0.4], [-1.4, -0.6, -1.3], [0.7, -1.9, -0.4], [0.3, -1.0, 0.4], [-0.6, 2.4, -0.6], [0.1, 0.2, -0.6], [0.7, 0.9, -1.4], [-0.8, -1.3, 1.5], [1.3, 0.0, 0.9], [0.9, 1.0, 0.3], [-2.4, 0.0, -1.2]], "homo_lumo_gap_ev": 8.410, "mol_weight_g_mol": 85.1, "total_energy_ev": -9373.0791, "e_homo_ev": -4.20, "e_above_lowest_kj_mol": 106.69, "charge": -1, "fmax_ev_per_a": 3.1, "lumo_energy_ev": 4.21}